A 2-piece molecular cluster, C4H10N2 overall in a non-equilibrium geometry. Source: OMol25; level of theory: ωB97M-V with the def2-TZVPD basis set.

Structure (XYZ):
```
16
Properties=species:S:1:pos:R:3:lowdin_charge:R:1
H -0.850 -0.149 -2.215 0.02
N -0.629 0.207 -3.134 0.05
C 0.486 0.784 -3.073 -0.41
N 1.345 1.219 -4.086 0.07
H 0.980 0.758 -2.098 0.10
H 0.669 1.350 -4.831 0.09
H 2.188 1.714 -3.900 0.08
C -0.103 -1.236 1.429 -0.03
C -0.335 -1.220 2.767 -0.25
C -0.768 0.009 3.479 -0.13
H -0.353 -2.018 0.728 0.04
H 0.177 -0.319 0.913 0.04
H -0.057 -2.154 3.252 0.09
H -1.148 -0.104 4.498 0.07
H -0.005 0.809 3.454 0.08
H -1.597 0.349 2.818 0.08
```

Output
SMILES: [H]/N=C/N.C=CC
Energy relative to the best compared isomer or geometry (same formula, charge and spin) in kJ/mol: 255.02
Total energy in eV: -7287.9764
Orbital gap in Eh: 0.362


One molecule with the formula C4H10N2 in a non-equilibrium geometry. Source: OMol25; level of theory: ωB97M-V with the def2-TZVPD basis set.

Structure (XYZ):
```
16
Properties=species:S:1:pos:R:3:lowdin_charge:R:1
N -0.960 -3.088 -0.071 -0.02
C -0.294 -2.028 -0.677 -0.27
C -0.132 -0.819 -0.145 -0.11
C 0.497 0.462 -0.766 -0.17
C 0.128 1.921 -0.174 -0.20
N 0.453 2.038 1.392 -0.04
H -1.905 -2.855 0.331 0.09
H -0.629 -3.276 0.873 0.07
H 0.456 -2.296 -1.506 0.13
H -0.535 -0.735 0.841 0.09
H 0.236 0.485 -1.787 0.08
H 1.569 0.341 -0.678 0.09
H -1.015 2.086 -0.218 0.11
H 0.507 2.648 -0.830 0.06
H 1.437 2.261 1.400 0.02
H 0.187 2.855 2.015 0.07
```

Output
SMILES: N/C=C/CCN
Energy relative to the best compared isomer or geometry (same formula, charge and spin) in kJ/mol: 263.21
Total energy in eV: -7287.8915
Orbital gap in Eh: 0.373


A 2-piece molecular cluster, C4H10N2 overall in a non-equilibrium geometry. Source: OMol25; level of theory: ωB97M-V with the def2-TZVPD basis set.

Structure (XYZ):
```
16
Properties=species:S:1:pos:R:3:lowdin_charge:R:1
H -1.541 -2.998 -0.504 0.03
N -0.713 -2.671 -0.008 0.05
C -0.100 -1.738 -0.596 -0.44
N -0.391 -0.996 -1.685 0.06
H 0.726 -1.248 -0.013 0.09
H -1.326 -1.052 -2.060 0.09
H 0.044 -0.001 -1.657 0.07
C 0.727 1.553 -0.573 -0.06
C 0.868 0.951 0.621 -0.26
C -0.185 0.942 1.679 -0.10
H -0.181 2.091 -0.809 0.07
H 1.583 1.768 -1.194 0.06
H 1.851 0.629 0.941 0.10
H 0.166 1.449 2.578 0.08
H -0.425 -0.089 1.944 0.07
H -1.102 1.411 1.337 0.07
```

Output
SMILES: [H]/N=C\N.C=CC
Energy relative to the best compared isomer or geometry (same formula, charge and spin) in kJ/mol: 157.84
Total energy in eV: -7288.9836
Orbital gap in Eh: 0.373


A 2-piece molecular cluster, C4H10N2 overall in a non-equilibrium geometry. Source: OMol25; level of theory: ωB97M-V with the def2-TZVPD basis set.

Structure (XYZ):
```
16
Properties=species:S:1:pos:R:3:lowdin_charge:R:1
C -0.890 0.457 0.695 -0.40
C -0.739 0.472 2.238 -0.07
C 1.973 -1.865 -1.711 -0.13
C 1.022 -1.040 -2.000 -0.13
N -1.130 1.737 0.003 -0.06
N 0.067 1.031 -0.214 -0.06
H -1.346 -0.442 0.393 0.10
H -0.551 1.517 2.671 0.08
H 0.193 -0.097 2.468 0.08
H -1.584 -0.050 2.728 0.07
H 1.957 -3.044 -1.995 0.09
H -1.066 2.512 0.810 0.19
H 2.670 -1.684 -0.913 0.02
H 0.386 -1.322 -2.877 0.06
H 0.929 -0.039 -1.629 -0.01
H -1.891 1.856 -0.666 0.15
```

Output
Energy relative to the best compared isomer or geometry (same formula, charge and spin) in kJ/mol: 534.43
Total energy in eV: -7285.0806
Orbital gap in Eh: 0.306


C4H10N2 as an isolated structure in a non-equilibrium geometry. Source: OMol25; level of theory: ωB97M-V with the def2-TZVPD basis set.

Structure (XYZ):
```
16
Properties=species:S:1:pos:R:3:lowdin_charge:R:1
C 1.120 0.178 1.208 -0.09
C 0.226 -0.939 0.907 -0.28
C -0.074 -1.248 -0.688 -0.27
N -1.205 -0.576 -1.175 0.05
C -1.173 0.855 -0.920 -0.32
N 0.252 1.499 -0.932 -0.03
H 0.806 0.858 0.003 0.04
H 2.166 -0.105 1.005 0.08
H 0.879 0.575 2.228 0.09
H 0.370 -1.945 1.374 0.13
H -0.786 -0.684 1.320 0.10
H -0.112 -2.359 -0.644 0.10
H 0.883 -1.015 -1.205 0.13
H -1.895 1.292 -1.682 0.10
H -1.490 1.119 0.169 0.11
H 0.033 2.496 -0.968 0.04
```

Output
Energy relative to the best compared isomer or geometry (same formula, charge and spin) in kJ/mol: 711.22
Total energy in eV: -7283.2482
Orbital gap in Eh: 0.194


A 2-piece molecular cluster, C4H10N2 overall in a non-equilibrium geometry. Source: OMol25; level of theory: ωB97M-V with the def2-TZVPD basis set.

Structure (XYZ):
```
16
Properties=species:S:1:pos:R:3:lowdin_charge:R:1
C 1.292 0.756 1.065 -0.14
C 0.718 -0.334 0.214 -0.33
C 1.213 -1.575 0.197 -0.05
H 0.155 0.233 -1.387 0.13
H 1.954 1.410 0.485 0.07
H 1.856 0.388 1.932 0.07
H 0.496 1.408 1.445 0.05
H 2.107 -1.872 0.751 0.05
H 0.751 -2.371 -0.387 0.03
N -0.887 0.519 -1.645 0.12
C -1.296 -0.083 -0.202 -0.39
N -1.948 0.759 0.514 0.01
H -1.418 0.095 -2.407 0.12
H -1.034 1.523 -1.538 0.12
H -2.465 0.294 1.257 0.03
H -1.494 -1.150 -0.295 0.11
```

Output
Energy relative to the best compared isomer or geometry (same formula, charge and spin) in kJ/mol: 444.90
Total energy in eV: -7286.0085
Orbital gap in Eh: 0.291


One molecule with the formula C4H10N2 in a non-equilibrium geometry. Source: OMol25; level of theory: ωB97M-V with the def2-TZVPD basis set.

Structure (XYZ):
```
16
Properties=species:S:1:pos:R:3:lowdin_charge:R:1
C 0.509 -0.976 -0.124 -0.28
C 1.258 0.199 -0.515 -0.10
C 2.566 0.619 0.238 -0.08
C -2.721 0.476 0.099 -0.16
N -0.928 -0.832 -0.014 -0.10
N -1.285 0.456 -0.152 -0.09
H 0.893 -1.809 -0.791 0.13
H 0.983 -1.274 0.835 0.11
H 0.554 0.956 -0.851 0.07
H 3.030 -0.223 0.883 0.10
H 2.471 1.468 0.784 0.03
H 3.310 0.784 -0.403 0.00
H -3.032 0.650 1.228 0.11
H -3.009 1.474 -0.441 0.09
H -3.178 -0.310 -0.436 0.03
H -1.421 -1.659 -0.342 0.13
```

Output
Energy relative to the best compared isomer or geometry (same formula, charge and spin) in kJ/mol: 540.47
Total energy in eV: -7285.0180
Orbital gap (spin up / spin down) in Eh: 0.307 / 0.309


A 2-piece molecular cluster, C4H10N2 overall in a non-equilibrium geometry. Source: OMol25; level of theory: ωB97M-V with the def2-TZVPD basis set.

Structure (XYZ):
```
16
Properties=species:S:1:pos:R:3:lowdin_charge:R:1
C 0.298 -0.598 -1.982 -0.02
C 1.473 -0.757 -1.251 -0.26
N 2.740 -0.678 -1.858 -0.01
H 0.360 -1.001 -3.035 0.06
H -0.606 -0.292 -1.427 0.00
H 1.525 -0.707 -0.188 0.07
H 2.758 -0.930 -2.885 0.10
H 3.324 0.074 -1.758 0.03
C -1.380 1.102 0.546 -0.11
N -0.753 0.356 1.400 -0.11
C -1.424 0.118 2.714 -0.18
H -0.958 1.886 -0.155 0.08
H -2.536 1.287 0.692 0.09
H -1.728 1.040 3.322 0.08
H -2.512 -0.412 2.651 0.11
H -0.581 -0.487 3.214 0.08
```

Output
SMILES: C=CN.C=NC
Energy relative to the best compared isomer or geometry (same formula, charge and spin) in kJ/mol: 393.87
Total energy in eV: -7286.5374
Orbital gap in Eh: 0.320


A 2-piece molecular cluster, C4H10N2 overall in a non-equilibrium geometry. Source: OMol25; level of theory: ωB97M-V with the def2-TZVPD basis set.

Structure (XYZ):
```
16
Properties=species:S:1:pos:R:3:lowdin_charge:R:1
H -0.619 2.259 -0.214 0.03
N -0.686 1.475 0.440 0.02
C 0.525 0.957 0.636 -0.35
C 0.742 0.162 1.894 -0.11
H 1.416 1.503 0.290 0.11
H 1.632 -0.466 1.802 0.06
H -0.132 -0.459 2.108 0.07
H 0.896 0.856 2.724 0.08
C 0.730 -0.810 -1.080 -0.08
C -0.519 -0.489 -1.563 -0.32
N -1.673 -1.041 -1.144 0.07
H 0.840 -1.706 -0.478 0.06
H 1.591 -0.534 -1.681 0.05
H -0.645 0.328 -2.264 0.11
H -2.485 -0.433 -1.167 0.10
H -1.615 -1.603 -0.302 0.10
```

Output
SMILES: [H]/N=C/C.C=CN
Energy relative to the best compared isomer or geometry (same formula, charge and spin) in kJ/mol: 226.34
Total energy in eV: -7288.2737
Orbital gap in Eh: 0.332


A 2-piece molecular cluster, C4H10N2 overall in a non-equilibrium geometry. Source: OMol25; level of theory: ωB97M-V with the def2-TZVPD basis set.

Structure (XYZ):
```
16
Properties=species:S:1:pos:R:3:lowdin_charge:R:1
C 1.285 0.779 -2.664 -0.07
C 0.814 1.873 -1.975 -0.33
N 1.743 2.627 -1.321 -0.01
H 2.251 0.388 -2.486 0.01
H 0.804 0.263 -3.632 0.08
H -0.114 1.993 -1.327 0.13
H 2.569 2.577 -1.942 0.09
H 1.521 3.578 -0.978 0.10
C -0.188 -1.720 1.688 -0.11
N -1.111 -2.101 2.480 -0.08
C -2.492 -1.713 1.941 -0.13
H 0.720 -1.312 2.022 0.04
H -0.225 -1.695 0.562 0.08
H -2.877 -2.475 1.264 0.06
H -3.040 -1.704 2.856 0.04
H -2.555 -0.609 1.611 0.10
```

Output
SMILES: C=CN.C=NC
Energy relative to the best compared isomer or geometry (same formula, charge and spin) in kJ/mol: 438.81
Total energy in eV: -7286.0715
Orbital gap in Eh: 0.323


One molecule with the formula C4H10N2 in a non-equilibrium geometry. Source: OMol25; level of theory: ωB97M-V with the def2-TZVPD basis set.

Structure (XYZ):
```
16
Properties=species:S:1:pos:R:3:lowdin_charge:R:1
C 0.082 -1.644 -0.886 -0.15
C 0.226 -0.067 -1.250 -0.18
C 0.227 0.836 0.069 -0.40
N 1.242 1.709 0.390 0.02
C -0.809 0.834 0.937 -0.17
N -1.230 -0.432 1.539 0.02
H 0.270 -2.150 -1.903 0.06
H 1.150 -1.963 -0.284 0.12
H -0.800 -2.049 -0.373 0.03
H 1.188 -0.018 -1.827 0.09
H -0.707 0.296 -1.862 0.12
H 1.024 2.664 0.070 0.08
H 2.204 1.465 -0.084 0.13
H -1.389 1.761 1.206 0.11
H -2.107 -0.623 2.012 0.07
H -0.572 -0.621 2.247 0.05
```

Output
SMILES: CC/C(N)=C\N
Energy relative to the best compared isomer or geometry (same formula, charge and spin) in kJ/mol: 390.54
Total energy in eV: -7286.5719
Orbital gap in Eh: 0.292


An isolated ion of composition C4H10N2O and charge -1 in a non-equilibrium geometry. Source: OMol25; level of theory: ωB97M-V with the def2-TZVPD basis set.

Structure (XYZ):
```
17
Properties=species:S:1:pos:R:3:lowdin_spin:R:1
C 1.212 -1.671 1.129 0.40
N 1.007 -1.177 -0.209 0.09
C -1.463 -0.590 -0.228 0.04
C 0.021 -0.198 -0.506 0.02
C 0.391 1.154 0.093 0.02
N -0.362 2.324 -0.394 0.02
O 0.444 -1.328 2.038 0.26
H 2.177 -2.219 1.281 0.08
H 1.336 -1.737 -1.010 0.02
H -2.129 -0.159 -0.839 0.01
H -1.636 -0.361 0.910 0.01
H -1.689 -1.643 -0.275 0.01
H 0.172 -0.064 -1.617 0.01
H 0.340 1.033 1.177 0.00
H 1.506 1.279 -0.222 0.00
H 0.053 2.849 -1.139 0.01
H -1.382 2.510 -0.190 0.01
```

Output
Net charge: -1
Energy relative to the best compared isomer or geometry (same formula, charge and spin) in kJ/mol: 151.58
Multiplicity: 2
Total energy in eV: -9335.2703
Orbital gap (spin up / spin down) in Eh: 0.098 / 0.291


An isolated ion of composition C4H10N2O and charge -1 in a non-equilibrium geometry. Source: OMol25; level of theory: ωB97M-V with the def2-TZVPD basis set.

Structure (XYZ):
```
17
Properties=species:S:1:pos:R:3:lowdin_spin:R:1
C -0.255 -1.054 -1.697 0.02
C 0.392 -1.133 -0.300 0.07
C 1.030 0.299 0.212 0.11
C 0.068 1.234 0.967 0.24
N 0.140 1.090 2.388 0.12
O -0.648 2.108 0.386 0.15
N -1.687 -0.356 -1.635 0.01
H 0.483 -0.346 -2.287 0.01
H -0.536 -1.961 -2.092 0.00
H 1.064 -1.996 -0.147 0.02
H -0.334 -1.338 0.376 0.02
H 1.413 0.876 -0.521 0.02
H 1.826 0.112 0.924 0.05
H 0.212 1.986 3.037 0.11
H 0.008 0.199 2.900 0.04
H -1.772 -0.383 -0.632 0.01
H -1.403 0.665 -1.879 0.00
```

Output
Net charge: -1
Energy relative to the best compared isomer or geometry (same formula, charge and spin) in kJ/mol: 169.55
Multiplicity: 2
Total energy in eV: -9335.0840
Orbital gap (spin up / spin down) in Eh: 0.124 / 0.328


A 2-piece molecular cluster, C4H10N2O overall in a non-equilibrium geometry. Source: OMol25; level of theory: ωB97M-V with the def2-TZVPD basis set.

Structure (XYZ):
```
17
Properties=species:S:1:pos:R:3:lowdin_charge:R:1
C 0.176 0.777 -0.940 -0.16
C 1.455 1.326 -0.409 -0.08
C -1.068 1.180 -0.446 -0.10
N 0.420 -1.329 0.016 0.01
N -0.551 -2.469 0.274 0.07
C -0.369 -1.465 1.298 -0.68
O 0.016 -1.519 2.460 -0.04
H 1.355 -1.711 0.128 0.11
H -1.366 -2.278 -0.308 0.08
H 0.211 0.297 -1.912 0.11
H -1.309 -0.594 1.122 0.12
H 2.284 0.636 -0.563 0.08
H 1.378 1.553 0.655 0.09
H 1.699 2.253 -0.941 0.10
H -1.936 1.044 -1.085 0.09
H -1.305 0.248 0.447 0.11
H -1.092 2.053 0.203 0.10
```

Output
Energy relative to the best compared isomer or geometry (same formula, charge and spin) in kJ/mol: 685.78
Total energy in eV: -9331.8799
Orbital gap (spin up / spin down) in Eh: 0.291 / 0.291


A 2-piece molecular cluster, C4H10N2O overall in a non-equilibrium geometry. Source: OMol25; level of theory: ωB97M-V with the def2-TZVPD basis set.

Structure (XYZ):
```
17
Properties=species:S:1:pos:R:3:lowdin_charge:R:1
H 2.194 2.286 0.403 0.06
N 1.853 1.592 -0.263 0.14
C 1.277 0.598 0.255 -0.40
C 1.093 0.262 1.698 -0.04
C 0.806 -0.565 -0.780 -0.29
O 0.527 -1.683 -0.390 -0.01
H 1.945 -0.296 2.085 0.09
H 0.910 1.141 2.317 0.08
H 0.228 -0.387 1.841 0.07
H 1.182 -0.314 -1.781 0.12
C -1.689 0.127 -0.961 -0.18
N -2.130 -1.157 -0.522 -0.03
H -2.020 0.318 -1.980 0.09
H -2.099 0.900 -0.308 0.08
H -0.516 0.479 -0.748 0.08
H -1.657 -1.424 0.336 0.06
H -1.905 -1.877 -1.201 0.07
```

Output
SMILES: [H]/N=C(\C)C=O.CN
Energy relative to the best compared isomer or geometry (same formula, charge and spin) in kJ/mol: 311.41
Total energy in eV: -9335.7599
Orbital gap in Eh: 0.362